(1)
C30H26BrF12NO4Sn | ωB97M-V with the def2-TZVPD basis set

CARTESIAN COORDINATES (ANGSTROEM)
Sn  -1.035  -1.366  -0.796
C  -0.743  6.005  -1.315
C  -0.399  4.538  -1.319
C  0.877  4.072  -1.064
C  1.148  2.717  -1.047
C  0.158  1.713  -1.220
N  0.401  0.380  -0.962
C  1.631  0.009  -0.368
C  2.154  0.699  0.746
C  3.358  0.388  1.340
C  4.112  -0.686  0.883
C  5.406  -1.092  1.538
C  3.576  -1.421  -0.156
C  2.357  -1.131  -0.772
C  1.858  -2.083  -1.874
O  0.544  -2.049  -2.119
C  2.607  -1.710  -3.192
F  3.954  -1.680  -3.087
F  2.331  -2.579  -4.181
F  2.240  -0.499  -3.601
C  2.237  -3.589  -1.521
F  2.101  -3.862  -0.220
F  1.451  -4.437  -2.180
F  3.513  -3.931  -1.852
C  -1.069  2.210  -1.796
C  -1.321  3.578  -1.723
C  -2.024  1.280  -2.568
O  -2.309  0.112  -1.980
C  -3.434  1.938  -2.846
F  -4.207  1.102  -3.555
F  -3.482  3.114  -3.521
F  -4.075  2.162  -1.683
C  -1.380  1.013  -3.980
F  -1.509  2.057  -4.837
F  -1.937  -0.037  -4.592
F  -0.076  0.769  -3.881
H  0.015  6.581  -0.778
H  -1.703  6.194  -0.828
H  -0.809  6.420  -2.326
H  1.687  4.772  -0.872
H  2.165  2.414  -0.870
H  1.575  1.513  1.155
H  3.698  0.972  2.191
H  5.936  -0.227  1.945
H  6.070  -1.585  0.826
H  5.237  -1.790  2.363
H  4.135  -2.280  -0.508
H  -2.277  3.952  -2.056
C  -3.287  -2.121  3.299
O  -3.615  -1.457  2.107
C  -3.836  -0.077  2.289
C  -3.453  0.683  1.039
O  -2.057  0.823  0.885
C  -1.463  1.735  1.769
H  -4.088  -2.028  4.048
H  -2.351  -1.737  3.720
H  -3.142  -3.173  3.063
H  -3.247  0.285  3.141
H  -4.896  0.110  2.525
H  -3.916  1.680  1.067
H  -3.793  0.167  0.142
H  -2.026  2.678  1.792
H  -0.463  1.941  1.391
H  -1.379  1.341  2.790
Br  0.724  -5.052  5.043
C  0.387  -3.884  3.559
C  -0.419  -4.314  2.525
C  -0.644  -3.440  1.460
C  -0.088  -2.162  1.364
C  0.720  -1.795  2.451
C  0.964  -2.626  3.544
H  -0.861  -5.304  2.550
H  -1.298  -3.791  0.659
H  1.186  -0.819  2.473
H  1.596  -2.306  4.364

Output
- charge = -2
- Kohn-Sham gap (Ha) = 0.1838

---

(2)
C30H26EuN2O7PS3 | ωB97M-V with the def2-TZVPD basis set

CARTESIAN COORDINATES (ANGSTROEM)
Eu  0.361  0.130  0.109
O  -1.761  -0.167  -1.112
C  -1.547  1.054  -1.215
O  -0.379  1.524  -1.404
C  -2.600  2.075  -0.899
C  -3.833  2.157  -1.523
C  -4.727  3.149  -1.144
C  -4.412  4.008  -0.102
C  -3.191  3.901  0.551
C  -2.257  2.958  0.132
P  -0.572  2.766  0.855
C  -0.856  3.415  2.556
C  -1.072  2.407  3.499
C  -1.261  2.724  4.836
C  -1.219  4.048  5.250
C  -0.986  5.053  4.323
C  -0.806  4.740  2.983
C  0.298  4.107  -0.060
C  1.525  3.774  -0.638
C  2.264  4.727  -1.320
C  1.784  6.025  -1.443
C  0.546  6.352  -0.914
C  -0.198  5.396  -0.233
H  -4.086  1.447  -2.300
H  -5.677  3.246  -1.655
H  -5.121  4.766  0.211
H  -2.968  4.541  1.396
H  -1.076  1.372  3.173
H  -1.420  1.935  5.561
H  -1.364  4.296  6.295
H  -0.935  6.086  4.648
H  -0.598  5.530  2.273
H  1.879  2.752  -0.571
H  3.215  4.456  -1.763
H  2.368  6.771  -1.968
H  0.148  7.353  -1.038
H  -1.179  5.655  0.144
O  4.366  -2.069  2.255
C  4.161  -2.610  1.042
C  4.750  -3.846  0.774
C  4.541  -4.474  -0.438
C  3.751  -3.873  -1.413
C  3.186  -2.637  -1.163
C  3.388  -1.987  0.053
C  2.760  -0.656  0.254
O  2.299  -0.005  -0.744
N  2.715  -0.205  1.493
N  2.077  1.027  1.695
C  2.911  1.926  2.047
S  2.444  3.478  2.708
C  4.062  4.228  2.343
C  5.109  3.209  2.734
S  4.650  1.618  1.973
H  3.755  -1.297  2.340
H  5.346  -4.305  1.553
H  4.987  -5.445  -0.620
H  3.573  -4.367  -2.360
H  2.571  -2.141  -1.901
H  4.143  5.148  2.921
H  4.096  4.453  1.276
H  5.140  3.073  3.814
H  6.101  3.480  2.372
C  -2.079  -2.832  0.936
S  -0.534  -2.047  1.342
O  0.093  -2.774  2.409
O  -0.851  -0.638  1.694
O  0.237  -2.018  0.085
H  -2.703  -2.834  1.827
H  -1.841  -3.847  0.627
H  -2.527  -2.259  0.126

Output
- charge = -1
- Kohn-Sham gap (spin up / spin down) (Ha) = 0.1680 / 0.2797
- spin multiplicity = 8
- relative energy (zero: lowest compared OMol25 entry of this formula, charge and spin) (eV) = 2.234

---

(3)
C30H26F5N7O4STi | ωB97M-V with the def2-TZVPD basis set

CARTESIAN COORDINATES (ANGSTROEM)
Ti  0.180  0.572  0.198
C  1.213  4.610  1.292
C  1.068  3.553  0.430
N  1.024  2.260  0.852
C  1.289  2.101  2.207
C  1.417  3.206  3.044
N  1.353  4.455  2.622
C  1.502  0.728  2.596
C  1.858  0.329  3.871
C  2.145  -1.026  4.129
C  2.038  -1.900  3.055
C  1.695  -1.449  1.778
N  1.397  -0.137  1.546
C  1.787  -2.345  0.652
C  1.681  -3.747  0.782
N  1.914  -4.573  -0.208
C  2.266  -4.031  -1.378
C  2.292  -2.660  -1.548
N  2.046  -1.802  -0.565
C  2.575  -1.490  5.439
C  2.260  -0.785  6.605
C  2.646  -1.298  7.829
N  3.312  -2.434  7.972
C  3.653  -3.085  6.871
C  3.324  -2.664  5.597
H  1.216  5.631  0.937
H  1.002  3.723  -0.638
H  1.586  3.084  4.106
H  1.948  1.063  4.650
H  2.263  -2.944  3.189
H  1.384  -4.211  1.715
H  2.494  -4.719  -2.176
H  2.545  -2.237  -2.513
H  1.703  0.137  6.560
H  2.406  -0.775  8.746
H  4.222  -3.996  7.021
H  3.669  -3.232  4.747
N  -1.332  -0.835  2.508
C  -2.239  -1.559  1.626
C  -1.627  -1.716  0.213
O  -2.144  -2.435  -0.616
O  -0.563  -1.023  0.020
H  -0.667  -1.466  2.947
H  -1.851  -0.369  3.246
H  -3.147  -0.963  1.487
H  -2.530  -2.556  1.991
C  -2.948  0.465  -2.137
O  -1.571  0.305  -1.874
C  -0.806  0.362  -3.053
C  0.637  0.025  -2.690
O  1.098  0.875  -1.636
C  2.496  1.136  -1.709
H  -3.132  1.432  -2.627
H  -3.464  0.426  -1.179
H  -3.317  -0.340  -2.783
H  -0.883  1.365  -3.506
H  -1.171  -0.380  -3.781
H  1.278  0.154  -3.570
H  0.662  -1.014  -2.343
H  3.062  0.203  -1.783
H  2.786  1.656  -0.790
H  2.713  1.776  -2.577
F  -3.057  6.854  -1.206
C  -2.732  5.689  -0.634
C  -3.173  5.374  0.654
F  -3.897  6.271  1.330
C  -2.872  4.152  1.230
F  -3.306  3.899  2.468
C  -2.114  3.178  0.555
S  -1.838  1.614  1.223
C  -1.655  3.554  -0.712
F  -0.855  2.672  -1.380
C  -1.943  4.767  -1.310
F  -1.456  5.027  -2.534

Output
- charge = 0
- Kohn-Sham gap (spin up / spin down) (Ha) = 0.1850 / 0.2340
- spin multiplicity = 3
- relative energy (zero: lowest compared OMol25 entry of this formula, charge and spin) (eV) = 2.204

---

> charge of number 3 (C30H26F5N7O4STi)?

0

---

> Number 3 is which compound?

C30H26F5N7O4STi

---

> The lowest charge belongs to which entry?

C30H26BrF12NO4Sn

---

> Which of these has the highest charge?

C30H26F5N7O4STi